[1]
Here is a molecular structure, C5H7N3 from OMol25. Energies are from ωB97M-V with the def2-TZVPD basis set.

Summary:
Frontier orbital gap (alpha / beta) in eV: 7.8214 / 7.8173

Each line ends with the Löwdin charge.
Positions of all 15 atoms, in Å:
1 N -1.3903 1.0145 -0.3684  0.101
2 N 1.2507 0.7314 0.6198  -0.032
3 N 2.2910 -1.3493 -0.2396  0.129
4 C -0.7212 -2.3082 -0.1427  0.026
5 C 1.4709 1.7884 -0.0393  -0.035
6 C -0.4297 -1.1028 0.2853  -0.197
7 C -1.0466 0.1068 0.5950  -0.162
8 C 1.4593 -0.6264 0.1981  -0.443
9 H 2.1672 1.7656 -0.8807  0.083
10 H -1.7274 -2.7022 -0.1715  0.059
11 H 1.1381 2.7413 0.3595  0.072
12 H -1.9814 1.7895 -0.1089  0.104
13 H -1.1844 0.4253 1.6190  0.126
14 H 0.1104 -2.9541 -0.4044  0.054
15 H -1.4064 0.6803 -1.3212  0.114

Atoms 1-2, force components in eV/Å:
N -0.1824 -0.6895 0.6221
N -0.8377 -0.0190 1.0430

***

[2]
Here is a molecular structure, C34H34F6N10O4S5V from OMol25. Energies are from ωB97M-V with the def2-TZVPD basis set.

Summary:
<S²>: 0.78
Frontier orbital gap (alpha / beta) in eV: 4.7777 / 4.9842
Multiplicity: 2
Total charge: -2

Each line ends with the Löwdin charge.
Positions of all 94 atoms, in Å:
1 V 0.9951 -0.1324 0.5249  0.318
2 S 4.4472 3.2046 -1.7603  0.516
3 S 2.3261 3.7653 0.2072  0.895
4 S 3.2054 -0.6301 1.1615  0.630
5 S 0.4803 -1.9173 2.2430  0.587
6 S 0.9907 -2.2359 -0.8922  0.788
7 F 3.9124 5.0500 -3.6194  0.100
8 F 5.8578 4.1229 -3.7932  0.090
9 F 5.5017 5.6063 -2.2611  0.107
10 F 3.3220 6.1067 1.1788  0.101
11 F 1.1654 5.9195 1.2290  0.046
12 F 2.1717 6.3891 -0.6274  0.087
13 O 4.0649 2.1708 -2.6932  -0.325
14 O 1.5883 1.1153 -0.2938  -0.460
15 O 5.6381 2.9550 -0.9907  -0.305
16 O 3.0161 3.3612 1.4427  -0.452
17 N 1.0431 2.5834 3.6599  -0.120
18 N 3.3241 3.9599 -1.0533  -0.425
19 N -3.2419 -0.7132 2.5530  -0.077
20 N 1.7895 -0.6189 -2.8728  0.114
21 N 1.3826 -2.8583 -3.4055  0.056
22 N -2.0277 -0.7581 -0.1286  0.083
23 N -1.4227 1.4095 -2.0401  -0.101
24 N -2.5805 0.4465 2.4767  0.114
25 N 0.3944 1.1811 2.1132  -0.044
26 N -1.6734 2.3840 -1.1404  0.096
27 C -3.2731 1.2970 3.2125  -0.162
28 C 1.9809 -4.0722 3.1424  -0.154
29 C 3.1602 -2.1927 1.9719  -0.788
30 C -2.0070 -3.1857 0.0715  -0.103
31 C -0.4400 1.7723 -2.8969  -0.107
32 C -4.3733 -1.4101 -2.9310  -0.089
33 C -2.6333 -4.3241 2.0989  -0.302
34 C -2.6603 -0.6431 -1.3071  -0.249
35 C -2.7297 -5.5763 2.9291  -0.071
36 C 2.2218 -0.4465 -4.0863  -0.096
37 C -2.1687 -4.3517 0.7855  -0.061
38 C -4.3519 -0.6088 3.3269  -0.097
39 C 4.5091 -2.8468 2.1154  -0.153
40 C 1.4122 -1.8508 -2.4596  -0.717
41 C -3.0200 0.4280 -3.5016  -0.014
42 C -0.8071 3.3406 -1.4248  -0.192
43 C -2.8014 -1.9073 1.9040  -0.159
44 C 0.0247 3.1998 2.9622  -0.074
45 C 2.3023 -1.4882 -5.0555  -0.047
46 C 2.2760 5.6486 0.4861  -0.712
47 C 0.0032 3.0147 -2.5289  -0.073
48 C -4.0144 -0.4606 -3.8859  -0.324
49 C -2.9505 -3.0879 2.6281  -0.021
50 C -4.4109 0.6872 3.7771  -0.090
51 C -3.7458 -1.4911 -1.7078  -0.037
52 C -2.2814 -1.9077 0.5974  -0.334
53 C 2.0210 -2.7399 2.4240  -0.786
54 C -0.3640 2.3207 2.0027  -0.146
55 C -2.3699 0.3659 -2.2773  -0.137
56 C 1.2283 1.3737 3.1081  -0.173
57 C -4.7216 -0.3400 -5.2096  -0.091
58 C 1.8511 -2.7002 -4.6646  -0.088
59 C 4.9451 4.5720 -2.9065  -0.669
60 C 1.9051 3.1945 4.6447  -0.022
61 H -1.8218 -5.7349 3.5184  0.070
62 H -4.0602 0.0689 -5.9772  0.062
63 H -2.7358 1.2364 -4.1693  0.115
64 H 2.3580 -4.8857 2.5138  0.067
65 H 4.8858 -3.1882 1.1453  0.065
66 H 0.8351 3.5669 -2.9319  0.088
67 H 0.9535 -4.3128 3.4131  0.036
68 H 1.1090 -3.7701 -3.0714  0.133
69 H 1.5293 4.1913 4.8653  0.085
70 H -0.1250 1.0996 -3.6736  0.104
71 H -4.0803 -2.2467 -1.0101  0.096
72 H -3.2795 -3.0242 3.6595  0.112
73 H -1.6299 -3.2229 -0.9417  0.081
74 H -5.0173 -1.4422 3.4678  0.108
75 H 2.5387 0.5618 -4.3295  0.114
76 H 1.8215 -3.5756 -5.2986  0.121
77 H -5.0715 -1.3141 -5.5614  0.060
78 H -5.1800 -2.1074 -3.1474  0.097
79 H -0.2873 4.2052 3.1842  0.112
80 H -1.1402 2.3934 1.2602  0.087
81 H -2.9224 2.3125 3.3090  0.086
82 H 2.5780 -4.0637 4.0610  0.063
83 H 5.2414 -2.1308 2.4986  0.058
84 H -2.8671 -6.4563 2.2972  0.064
85 H 1.9184 2.6095 5.5647  0.084
86 H 1.9940 0.6777 3.4082  0.117
87 H -3.5684 -5.5292 3.6274  0.066
88 H 4.4798 -3.7042 2.7904  0.051
89 H -5.1639 1.1233 4.4119  0.072
90 H -5.5976 0.3167 -5.1575  0.065
91 H 2.6815 -1.3155 -6.0501  0.096
92 H 2.9153 3.2838 4.2453  0.090
93 H -0.7726 4.2282 -0.8115  0.092
94 H -1.9062 -5.3011 0.3276  0.102

Atoms 1-2, force components in eV/Å:
V 0.1764 0.8058 -0.0966
S 0.2107 -0.1525 -0.1944

***

[3]
Here is a molecular structure, C5H8N2O from OMol25. Energies are from ωB97M-V with the def2-TZVPD basis set.

Summary:
Frontier orbital gap in eV: 8.5898

Each line ends with the Löwdin charge.
Positions of all 16 atoms, in Å:
1 O -0.0878 1.5766 2.2113  -0.173
2 N -0.6776 1.2994 -0.6843  0.037
3 N 1.5070 -2.6771 0.9039  0.112
4 C 0.3672 -0.7485 -0.5019  -0.286
5 C -0.4852 -1.0658 -1.6922  -0.097
6 C 0.2298 0.5959 0.0075  -0.347
7 C 0.7937 -1.8770 0.3659  -0.211
8 C 0.9371 1.1898 1.2708  -0.225
9 H -1.1658 2.1382 -0.2490  0.116
10 H -0.1299 -0.7188 -2.7642  0.127
11 H -0.7386 -2.3442 -1.7390  0.166
12 H 1.5604 2.1034 0.8449  0.156
13 H 1.5640 0.2037 1.6418  0.149
14 H -1.7071 0.3450 -0.9229  0.198
15 H -1.4833 -0.5373 -1.3439  0.023
16 H -0.4839 0.5168 2.6514  0.256

Atoms 1-2, force components in eV/Å:
O -0.6907 -4.8544 1.5393
N -3.9042 -0.1123 0.0169

***

[4]
Here is a molecular structure, C4H5NO2 from OMol25. Energies are from ωB97M-V with the def2-TZVPD basis set.

Summary:
Frontier orbital gap in eV: 9.5748

Each line ends with the Löwdin charge.
Positions of all 12 atoms, in Å:
1 O 0.0121 1.5489 -0.8517  -0.002
2 O -1.1798 -0.6834 1.3294  0.030
3 N 1.3823 -0.0311 0.3037  0.072
4 C 0.5255 -1.0615 -0.3239  -0.120
5 C -0.8870 0.6309 0.9956  -0.165
6 C 0.2978 0.8840 0.2309  -0.437
7 C -0.9289 -0.4676 -0.0817  -0.130
8 H 0.6944 -1.1590 -1.3994  0.122
9 H 0.6061 -2.0260 0.1800  0.123
10 H 2.1223 0.2767 -0.3174  0.125
11 H -1.6949 1.3542 0.9753  0.158
12 H -0.9499 0.7338 -1.0409  0.224

Atoms 1-2, force components in eV/Å:
O -0.1041 -0.0586 -0.0462
O 0.0585 -0.0195 0.1698

***

[5]
Here is C5H8S in the gas phase from OMol25. Energies are from ωB97M-V with the def2-TZVPD basis set.

Summary:
Frontier orbital gap in eV: 8.2691

Each line ends with the Löwdin charge.
Positions of all 14 atoms, in Å:
1 S 1.4263 1.9964 0.3311  0.739
2 C -0.7034 -2.1319 0.9348  0.110
3 C 0.1358 -0.9731 1.5080  -0.296
4 C 0.2248 0.8026 -0.4642  -0.609
5 C 0.0486 -0.3226 0.2331  -0.095
6 C 0.0029 1.0874 -1.9294  -0.147
7 H 0.3970 2.3354 1.0200  -0.177
8 H 0.8997 1.3087 -2.3294  0.001
9 H -0.3094 -2.8384 0.2741  0.036
10 H 1.1258 -1.2706 1.8801  0.111
11 H -0.6283 0.2542 -2.5331  0.129
12 H -0.6607 2.0218 -2.0769  0.097
13 H -1.6498 -1.8890 0.8251  -0.015
14 H -0.3093 -0.3808 2.3267  0.118

Atoms 1-2, force components in eV/Å:
S -0.0817 -0.9981 -1.0552
C 4.1344 3.5651 -0.7811

***

[6]
Here is a molecular structure, C26H43N2OPdSSiTe from OMol25. Energies are from ωB97M-V with the def2-TZVPD basis set.

Summary:
<S²>: 2.01
Frontier orbital gap (alpha / beta) in eV: 5.7721 / 6.3873
Multiplicity: 3
Total charge: -1

Each line ends with the Löwdin charge.
Positions of all 76 atoms, in Å:
1 Te -1.7687 1.0668 -3.0549  0.737
2 Pd -0.6714 -0.1897 -1.0232  0.409
3 S -1.4199 4.3804 -3.3185  0.859
4 Si -0.6033 0.3127 1.2657  0.734
5 O -1.6814 -1.8861 -1.5599  -0.413
6 N 1.8468 -0.6061 -2.0284  0.101
7 N 3.5090 0.7224 -2.6870  0.121
8 C 5.6384 -2.2620 -2.1153  -0.109
9 C 0.9695 -2.0851 1.3912  -0.117
10 C 2.1716 0.5829 -2.4384  -0.184
11 C -1.6544 2.9599 1.2778  -0.112
12 C 4.5862 -3.0980 -1.7039  -0.098
13 C -2.3253 -1.8338 2.0201  -0.114
14 C -0.8211 -2.9073 -1.9707  -0.634
15 C 0.6703 2.7533 0.5469  -0.121
16 C -2.2888 -0.2976 2.0255  -0.620
17 C -0.6170 -2.8774 -3.4814  -0.081
18 C -2.4041 5.5661 -2.5659  -0.461
19 C -1.3806 -4.2523 -1.5152  -0.072
20 C 3.2842 -2.6407 -1.6438  -0.013
21 C 0.8392 -0.8540 3.5557  -0.102
22 C -2.5525 0.1931 3.4566  -0.103
23 C 0.8940 -0.6869 2.0313  -0.615
24 C -0.3490 2.2116 1.5654  -0.626
25 C -3.4677 0.1393 1.1382  -0.117
26 C -3.2726 3.5500 -1.8104  -0.291
27 C 3.0419 -1.3169 -2.0039  -0.232
28 C 2.2193 0.0000 1.6677  -0.116
29 C 5.4146 -0.9470 -2.4774  -0.034
30 C 0.1115 2.5767 2.9834  -0.102
31 C 4.0999 -0.4972 -2.4109  -0.205
32 C -2.2647 3.0670 -2.5991  -1.069
33 C -3.3512 4.9751 -1.7856  -0.220
34 H -2.3558 -4.4195 -1.9811  0.074
35 H -1.5188 -4.2480 -0.4320  0.061
36 H -0.2366 -1.8991 -3.7858  0.045
37 H 2.3390 0.9727 2.1460  0.054
38 H 2.4696 -3.2801 -1.3297  0.104
39 H 6.2244 -0.3051 -2.8008  0.102
40 H 1.9162 -2.5654 1.6771  0.081
41 H 6.6465 -2.6556 -2.1456  0.093
42 H 0.0979 -3.6416 -3.8072  0.069
43 H -4.3882 -0.3169 1.5297  0.078
44 H 0.1423 3.6701 3.0916  0.079
45 H 0.1789 -2.8042 -1.5150  0.075
46 H -2.1053 -2.2339 1.0266  0.059
47 H -2.6336 1.2799 3.5135  0.056
48 H -0.0087 -1.4638 3.8675  0.056
49 H -3.9410 2.8968 -1.2654  0.091
50 H -2.2386 6.6189 -2.7362  0.047
51 H 4.8038 -4.1222 -1.4297  0.095
52 H 0.7731 0.1026 4.0792  0.062
53 H 0.3317 2.5539 -0.4755  0.044
54 H 1.6657 2.3227 0.6633  0.052
55 H -1.4589 4.0407 1.2807  0.086
56 H 1.1118 2.2021 3.2059  0.055
57 H -1.6381 -2.2713 2.7453  0.055
58 H -0.5647 2.1911 3.7493  0.063
59 H 3.0549 -0.6325 1.9965  0.081
60 H 0.1564 -2.7393 1.7013  0.061
61 H -2.0526 2.7012 0.2979  0.045
62 H -3.6165 1.2185 1.1262  0.053
63 H 1.4632 1.3864 -2.5926  0.077
64 H -4.0846 5.5293 -1.2143  0.090
65 H -3.3373 -2.1642 2.2918  0.080
66 H 2.3146 0.1352 0.5862  0.058
67 H 1.7506 -1.3588 3.9078  0.079
68 H -1.5724 -3.0447 -3.9869  0.076
69 H -2.4230 2.7635 2.0268  0.062
70 H 0.9441 -2.0260 0.3006  0.029
71 H -0.7149 -5.0798 -1.7845  0.068
72 H 0.7592 3.8427 0.6611  0.081
73 H -3.3396 -0.1955 0.1078  0.055
74 H 3.9618 1.5598 -3.0036  0.150
75 H -3.5044 -0.2207 3.8183  0.078
76 H -1.7743 -0.1187 4.1561  0.060

Atoms 1-2, force components in eV/Å:
Te -0.3211 0.2859 -0.2824
Pd 0.2103 -0.1722 -0.0372

***

For reference, largest force on an atom by record: 2.31 1.37 5.82 0.55 6.04 0.51 eV/A.
For reference, E_tot by record: -358.8083 -5698.7390 -379.8470 -360.4077 -593.3102 -2284.8858 hartree.
For reference, relative energy (zero: lowest compared OMol25 entry of this formula, charge and spin) by record: 131.8 0.0 151.3 164.2 111.7 0.0 kcal per mole.